A cluster of 2 separate species, C2H3FS2 in total, computed with ωB97M-V/def2-TZVPD.

Geometry as ORCA input:
```
! wB97M-V def2-TZVPD RIJCOSX def2/J DEFGRID3
* xyz 0 1
C -0.51101 -0.82468 -0.74765
C 0.59481 -0.09476 -0.89092
F 0.21115 0.09703 2.44686
S 0.64660 1.71519 -0.52247
S -0.46098 1.60093 2.31612
H -0.74355 -1.78989 -0.99159
H -1.37385 -0.31549 -0.23442
H 1.63682 -0.38834 -1.37592
*
```

Summary:
* energy relative to the best compared isomer or geometry (same formula, charge and spin): 3.796 eV
* orbital gap (spin up / spin down): 6.1 / 6.0 eV
* M: 110.2 g mol⁻¹
* LUMO level (spin up / spin down): -3.08 / -3.10 eV
* electronic energy: -974.07971 a.u.
* max |F|: 3.86 eV/Å